# 1
{
  "formula": "C6H14N2O2Sn",
  "method": "ωB97M-V/def2-TZVPD",
  "total_charge": 3,
  "homo_energy_ev": [-19.66, -19.66],
  "multiplicity": 2,
  "relative_energy_kj_mol": 7.70,
  "orbital_gap_ev": [5.12, 3.99],
  "energy_ev": -19321.1507,
  "symbols": ["Sn", "C", "C", "O", "N", "C", "H", "H", "H", "H", "H", "H", "H", "C", "C", "O", "N", "C", "H", "H", "H", "H", "H", "H", "H"],
  "coordinates": [[1.47, -1.97, -2.89], [-2.54, -1.87, 0.58], [-1.65, -1.37, -0.63], [-0.85, -2.01, -1.22], [-1.93, -0.15, -1.19], [-3.08, 0.74, -0.99], [-3.30, -1.17, 0.91], [-1.93, -2.03, 1.47], [-2.91, -2.86, 0.30], [-1.29, 0.19, -1.89], [-2.86, 1.76, -1.32], [-3.26, 0.73, 0.09], [-4.03, 0.69, -1.51], [2.13, -0.68, 1.92], [2.26, 0.08, 0.64], [2.11, -0.60, -0.42], [2.53, 1.39, 0.69], [2.56, 2.33, -0.51], [1.27, -1.33, 1.75], [1.93, 0.02, 2.74], [3.06, -1.22, 2.10], [2.73, 1.78, 1.60], [1.59, 2.81, -0.59], [2.68, 1.69, -1.38], [3.32, 3.06, -0.26]],
  "nbo_charge": [1.85, -0.73, 0.70, -0.53, -0.18, -0.50, 0.27, 0.30, 0.31, 0.42, 0.31, 0.29, 0.37, -0.69, 0.71, -0.84, -0.53, -0.41, 0.23, 0.25, 0.28, 0.44, 0.21, 0.20, 0.27]
}

# 2
{
  "formula": "C3H5NO2S",
  "method": "ωB97M-V/def2-TZVPD",
  "homo_energy_ev": -8.66,
  "multiplicity": 1,
  "relative_energy_kj_mol": 0.00,
  "orbital_gap_ev": 9.12,
  "energy_ev": -19612.5111,
  "smiles": "O=C(O)CNC=S",
  "symbols": ["C", "C", "C", "H", "H", "H", "H", "H", "N", "O", "O", "S"],
  "coordinates": [[1.23, -0.60, 0.01], [0.35, 0.23, -0.87], [-1.78, 0.23, 0.33], [1.83, -0.89, 1.72], [0.96, 0.95, -1.34], [-0.01, -0.45, -1.64], [-0.49, 1.83, 0.08], [-2.34, 0.94, 0.98], [-0.71, 0.86, -0.17], [1.26, -0.27, 1.30], [1.90, -1.48, -0.46], [-2.19, -1.34, 0.06]],
  "nbo_charge": [0.78, -0.35, -0.06, 0.50, 0.23, 0.26, 0.40, 0.20, -0.56, -0.68, -0.58, -0.15]
}

# 3
{
  "formula": "C16H48O8",
  "method": "ωB97M-V/def2-TZVPD",
  "homo_energy_ev": -9.35,
  "multiplicity": 1,
  "relative_energy_kj_mol": 287.68,
  "orbital_gap_ev": 9.68,
  "energy_ev": -33747.5197,
  "smiles": "CCO.CCO.CCO.CCO.CCO.CCO.CCO.CCO",
  "symbols": ["C", "C", "O", "H", "H", "H", "H", "H", "H", "C", "C", "O", "H", "H", "H", "H", "H", "H", "C", "C", "O", "H", "H", "H", "H", "H", "H", "C", "C", "O", "H", "H", "H", "H", "H", "H", "C", "C", "O", "H", "H", "H", "H", "H", "H", "C", "C", "O", "H", "H", "H", "H", "H", "H", "C", "C", "O", "H", "H", "H", "H", "H", "H", "C", "C", "O", "H", "H", "H", "H", "H", "H"],
  "coordinates": [[7.11, 15.73, 12.12], [7.88, 14.49, 12.58], [8.18, 14.61, 13.92], [6.16, 15.77, 12.66], [6.81, 15.72, 11.08], [7.65, 16.64, 12.39], [8.75, 14.30, 11.95], [7.20, 13.64, 12.52], [8.59, 13.77, 14.14], [0.64, 12.74, 8.90], [1.28, 11.41, 8.67], [2.59, 11.40, 9.21], [-0.43, 12.57, 8.74], [1.03, 13.41, 8.13], [0.83, 13.17, 9.89], [1.28, 11.25, 7.59], [0.72, 10.71, 9.28], [3.07, 10.70, 8.75], [6.40, 12.01, 9.92], [5.67, 13.29, 9.46], [4.50, 13.40, 10.21], [6.53, 11.99, 11.00], [7.36, 11.89, 9.40], [5.71, 11.19, 9.71], [5.51, 13.18, 8.39], [6.27, 14.19, 9.52], [3.96, 12.64, 10.00], [7.36, 16.47, 5.62], [7.55, 15.28, 6.57], [8.94, 15.11, 6.86], [6.30, 16.55, 5.41], [7.89, 16.28, 4.69], [7.73, 17.40, 6.06], [7.16, 14.34, 6.18], [7.04, 15.43, 7.52], [9.18, 15.81, 7.46], [10.51, 11.76, 10.61], [11.41, 10.93, 11.51], [11.81, 11.80, 12.58], [10.21, 11.16, 9.74], [11.03, 12.67, 10.31], [9.58, 12.02, 11.11], [12.23, 10.70, 10.82], [10.93, 10.04, 11.91], [12.36, 12.51, 12.24], [3.59, 14.66, 14.63], [3.81, 13.77, 13.39], [3.40, 14.58, 12.25], [4.28, 15.50, 14.52], [3.81, 14.09, 15.53], [2.58, 15.06, 14.59], [3.29, 12.82, 13.48], [4.87, 13.53, 13.35], [3.89, 14.16, 11.53], [3.36, 15.27, 6.42], [2.41, 14.65, 5.40], [3.19, 14.13, 4.31], [3.90, 16.14, 6.04], [4.18, 14.60, 6.67], [2.83, 15.44, 7.36], [1.84, 15.49, 5.01], [1.81, 13.82, 5.77], [2.67, 13.83, 3.56], [5.25, 10.85, 6.57], [4.24, 9.69, 6.87], [4.12, 9.48, 8.24], [5.32, 11.07, 5.51], [6.25, 10.69, 6.98], [4.81, 11.72, 7.05], [4.75, 8.84, 6.40], [3.24, 9.76, 6.43], [3.62, 8.66, 8.33]],
  "lowdin_charge": [-0.06, -0.35, -0.06, 0.06, 0.06, 0.08, 0.10, 0.09, 0.09, -0.08, -0.31, -0.09, 0.08, 0.06, 0.09, 0.11, 0.11, 0.01, -0.05, -0.29, -0.08, 0.06, 0.07, 0.06, 0.08, 0.09, 0.06, -0.07, -0.32, -0.09, 0.06, 0.08, 0.07, 0.11, 0.09, 0.08, -0.11, -0.30, -0.09, 0.07, 0.08, 0.05, 0.10, 0.12, 0.08, -0.09, -0.30, -0.10, 0.06, 0.07, 0.07, 0.10, 0.09, 0.00, -0.07, -0.30, -0.10, 0.07, 0.05, 0.08, 0.11, 0.10, 0.08, -0.04, -0.30, -0.08, 0.08, 0.08, 0.04, 0.11, 0.11, 0.11]
}

# 4
{
  "formula": "C19H16Cl2N8O3Sn",
  "method": "ωB97M-V/def2-TZVPD",
  "homo_energy_ev": -7.67,
  "multiplicity": 1,
  "relative_energy_kj_mol": 54.79,
  "orbital_gap_ev": 7.21,
  "energy_ev": -68906.2801,
  "symbols": ["Sn", "Cl", "C", "C", "C", "Cl", "C", "C", "C", "C", "N", "C", "C", "O", "H", "H", "H", "H", "N", "C", "N", "C", "N", "N", "C", "N", "C", "C", "C", "C", "C", "N", "H", "H", "H", "H", "H", "H", "H", "H", "N", "C", "C", "O", "O", "H", "H", "H", "H"],
  "coordinates": [[-0.95, -0.06, -1.63], [2.56, -0.34, -5.50], [2.89, -0.79, -3.86], [4.19, -1.19, -3.52], [4.50, -1.53, -2.23], [6.14, -1.98, -1.83], [3.51, -1.50, -1.22], [3.74, -1.82, 0.13], [2.73, -1.71, 1.04], [1.46, -1.28, 0.60], [1.20, -1.01, -0.66], [2.20, -1.11, -1.59], [1.85, -0.74, -2.94], [0.65, -0.36, -3.22], [4.95, -1.21, -4.28], [4.73, -2.14, 0.44], [2.88, -1.93, 2.09], [0.65, -1.14, 1.30], [2.18, 1.50, 0.24], [1.21, 2.03, 1.01], [1.56, 3.02, 1.83], [0.56, 3.49, 2.57], [0.83, 4.50, 3.42], [-0.71, 3.04, 2.55], [-0.93, 2.06, 1.69], [-0.03, 1.51, 0.89], [-2.33, 1.55, 1.61], [-3.31, 2.07, 2.44], [-4.60, 1.57, 2.36], [-4.87, 0.57, 1.44], [-3.84, 0.12, 0.65], [-2.59, 0.58, 0.72], [3.09, 1.92, 0.27], [1.95, 0.82, -0.47], [1.76, 4.89, 3.43], [0.10, 4.90, 3.97], [-3.05, 2.85, 3.14], [-5.38, 1.96, 3.00], [-5.87, 0.16, 1.33], [-4.02, -0.64, -0.11], [-1.37, -2.20, -0.53], [-2.45, -2.97, -1.18], [-3.30, -2.10, -2.13], [-4.37, -2.54, -2.50], [-2.78, -0.95, -2.43], [-0.53, -2.75, -0.45], [-1.65, -1.93, 0.41], [-3.12, -3.44, -0.47], [-2.01, -3.75, -1.80]],
  "nbo_charge": [1.45, 0.02, -0.15, -0.19, -0.08, -0.01, -0.10, -0.11, -0.27, 0.07, -0.53, 0.05, 0.41, -0.81, 0.24, 0.24, 0.23, 0.21, -0.78, 0.60, -0.58, 0.60, -0.77, -0.58, 0.45, -0.58, 0.14, -0.21, -0.16, -0.24, 0.05, -0.45, 0.41, 0.42, 0.41, 0.41, 0.25, 0.22, 0.23, 0.21, -0.87, -0.36, 0.77, -0.63, -0.85, 0.40, 0.40, 0.22, 0.23]
}

# 5
{
  "formula": "C4H7NOS",
  "method": "ωB97M-V/def2-TZVPD",
  "homo_energy_ev": [-9.72, -8.84],
  "multiplicity": 1,
  "relative_energy_kj_mol": 374.96,
  "orbital_gap_ev": [8.90, 8.19],
  "energy_ev": -18630.6635,
  "symbols": ["C", "C", "C", "C", "N", "O", "S", "H", "H", "H", "H", "H", "H", "H"],
  "coordinates": [[0.95, 2.34, 0.03], [0.14, 1.00, 0.21], [0.71, -0.27, -0.34], [-0.16, -1.46, 0.20], [2.09, 2.41, -0.47], [3.26, -1.15, -0.77], [2.45, -0.48, 0.34], [0.45, 3.15, 0.53], [-0.01, 0.74, 1.25], [-0.89, 1.25, -0.17], [0.89, -0.33, -1.42], [-0.09, -1.16, 1.20], [0.28, -2.45, -0.04], [-1.26, -1.36, -0.22]],
  "nbo_charge": [-0.03, -0.47, -0.40, -0.61, -0.19, -0.75, 0.89, 0.20, 0.22, 0.24, 0.24, 0.20, 0.24, 0.22]
}

# 6
{
  "formula": "C20H37AuO3PSe2",
  "method": "ωB97M-V/def2-TZVPD",
  "total_charge": -1,
  "homo_energy_ev": [-1.32, -1.32],
  "multiplicity": 1,
  "relative_energy_kj_mol": 2.52,
  "orbital_gap_ev": [3.58, 3.58],
  "energy_ev": -171156.1938,
  "symbols": ["Au", "C", "Se", "C", "C", "Se", "C", "H", "H", "H", "H", "H", "H", "H", "H", "H", "H", "C", "C", "O", "P", "O", "C", "C", "O", "C", "C", "H", "H", "H", "H", "H", "H", "H", "H", "H", "H", "H", "H", "H", "H", "H", "C", "C", "C", "C", "C", "C", "C", "C", "C", "C", "H", "H", "H", "H", "H", "H", "H", "H", "H", "H", "H", "H"],
  "coordinates": [[0.36, -0.21, -0.56], [3.25, -1.86, 0.69], [2.68, -0.15, -0.03], [3.00, 0.94, 1.59], [2.61, 0.31, 2.91], [0.74, -0.27, 2.98], [0.87, -0.75, 4.87], [4.27, -1.80, 1.08], [3.20, -2.57, -0.13], [2.54, -2.17, 1.46], [2.42, 1.84, 1.39], [4.06, 1.20, 1.60], [2.74, 1.05, 3.70], [3.24, -0.55, 3.14], [1.63, -1.52, 5.02], [-0.10, -1.15, 5.16], [1.09, 0.13, 5.48], [-1.49, 6.19, 2.49], [-0.24, 5.52, 1.92], [-0.46, 5.10, 0.59], [-0.60, 3.44, 0.35], [-2.19, 3.26, 0.29], [-3.05, 3.73, -0.75], [-4.04, 4.73, -0.19], [-0.28, 3.49, -1.25], [1.05, 3.22, -1.65], [1.01, 2.47, -2.96], [-1.30, 6.55, 3.50], [-2.31, 5.48, 2.51], [-1.78, 7.03, 1.86], [0.04, 4.67, 2.55], [0.60, 6.22, 1.92], [-3.57, 2.85, -1.14], [-2.46, 4.16, -1.56], [-4.60, 4.29, 0.63], [-4.74, 5.03, -0.97], [-3.52, 5.62, 0.18], [1.54, 2.60, -0.89], [1.61, 4.16, -1.74], [0.47, 1.53, -2.82], [2.02, 2.24, -3.31], [0.50, 3.05, -3.73], [-2.44, -0.85, 1.14], [-2.72, -0.73, -0.36], [-3.05, -2.17, -0.85], [-1.51, -0.15, -1.08], [-3.94, 0.13, -0.62], [-4.39, 0.32, -1.94], [-5.50, 1.08, -2.23], [-6.23, 1.69, -1.21], [-5.81, 1.52, 0.10], [-4.68, 0.75, 0.39], [-1.55, -1.48, 1.27], [-3.26, -1.32, 1.69], [-2.22, 0.12, 1.57], [-2.19, -2.81, -0.66], [-3.23, -2.17, -1.93], [-3.94, -2.58, -0.35], [-1.73, 0.27, -2.06], [-3.83, -0.15, -2.74], [-5.81, 1.20, -3.26], [-7.10, 2.30, -1.44], [-6.35, 2.00, 0.91], [-4.38, 0.65, 1.42]],
  "nbo_charge": [0.25, -0.83, 0.32, -0.60, -0.58, 0.32, -0.81, 0.20, 0.24, 0.23, 0.24, 0.21, 0.21, 0.20, 0.20, 0.22, 0.20, -0.63, -0.06, -0.84, 1.62, -0.84, -0.07, -0.62, -0.83, -0.07, -0.63, 0.20, 0.22, 0.20, 0.17, 0.16, 0.20, 0.19, 0.21, 0.20, 0.20, 0.17, 0.16, 0.25, 0.20, 0.20, -0.61, -0.16, -0.61, -1.06, 0.04, -0.16, -0.24, -0.26, -0.22, -0.23, 0.22, 0.18, 0.22, 0.21, 0.20, 0.17, 0.15, 0.21, 0.20, 0.20, 0.20, 0.21]
}